{
  "formula": "C36H60Cl34F5NO2",
  "method": "ωB97M-V with the def2-TZVPD basis set",
  "e_homo_ev": -9.106,
  "charge": 0,
  "gap_ev": 9.31,
  "elements": ["C", "O", "C", "C", "C", "C", "C", "C", "C", "N", "C", "O", "C", "C", "F", "F", "C", "C", "C", "C", "C", "C", "F", "F", "F", "C", "C", "H", "H", "H", "H", "H", "H", "H", "H", "H", "H", "H", "H", "H", "H", "H", "H", "H", "H", "H", "H", "H", "H", "H", "H", "H", "H", "C", "Cl", "Cl", "H", "H", "C", "Cl", "Cl", "H", "H", "C", "Cl", "Cl", "H", "H", "C", "Cl", "Cl", "H", "H", "C", "Cl", "Cl", "H", "H", "C", "Cl", "Cl", "H", "H", "C", "Cl", "Cl", "H", "H", "C", "Cl", "Cl", "H", "H", "C", "Cl", "Cl", "H", "H", "C", "Cl", "Cl", "H", "H", "C", "Cl", "Cl", "H", "H", "C", "Cl", "Cl", "H", "H", "C", "Cl", "Cl", "H", "H", "C", "Cl", "Cl", "H", "H", "C", "Cl", "Cl", "H", "H", "C", "Cl", "Cl", "H", "H", "C", "Cl", "Cl", "H", "H"],
  "xyz": [[-3.27976, 1.52571, -0.17624], [-3.78316, 1.47715, -1.48890], [-2.82776, 1.25413, -2.51392], [-2.70299, -0.19961, -2.92712], [-1.97208, -1.04087, -1.89219], [-1.67162, -2.46307, -2.35024], [-1.40797, -3.46271, -1.21826], [0.00659, -3.58129, -0.65973], [0.64538, -2.30120, -0.14557], [1.10033, -1.44415, -1.26989], [-0.20673, -1.52828, 0.84189], [0.63804, -0.47697, 1.29965], [1.91810, -1.07709, 1.46632], [3.05362, -0.09688, 1.11812], [3.32479, 0.54209, 2.29006], [4.17251, -0.82454, 0.83336], [2.83662, 0.96584, 0.07130], [1.89020, 2.00279, 0.29375], [1.70105, 3.00387, -0.68860], [2.45642, 2.99782, -1.88610], [3.40591, 1.97130, -2.09546], [4.21157, 1.94079, -3.34801], [5.37493, 1.30264, -3.18920], [4.50401, 3.15927, -3.80605], [3.59036, 1.30643, -4.34485], [3.59375, 0.95808, -1.12468], [1.85087, -2.47655, 0.78827], [-2.23900, 1.84841, -0.14682], [-3.86953, 2.23766, 0.39555], [-3.35103, 0.56417, 0.33196], [-3.13796, 1.85055, -3.36893], [-1.84526, 1.61841, -2.20381], [-3.69728, -0.60301, -3.10505], [-2.14244, -0.23185, -3.86308], [-1.03852, -0.54088, -1.63509], [-2.58121, -1.11632, -0.99475], [-2.55708, -2.81936, -2.87828], [-0.86853, -2.46450, -3.08599], [-2.11136, -3.26609, -0.41146], [-1.66574, -4.44863, -1.60086], [0.66653, -4.06269, -1.37751], [-0.05080, -4.26981, 0.18612], [0.90978, -1.90132, -2.15031], [2.10066, -1.33305, -1.24548], [-1.20166, -1.21741, 0.55830], [-0.34878, -2.20411, 1.69534], [2.07560, -1.22590, 2.53617], [1.30731, 2.02102, 1.20012], [0.98917, 3.79761, -0.53007], [2.32141, 3.77269, -2.62151], [4.32945, 0.18878, -1.29174], [2.76541, -2.80357, 0.31244], [1.63367, -3.17197, 1.59591], [-0.02779, -2.05226, 4.81213], [0.53290, -3.47668, 3.91834], [-1.50273, -1.36683, 4.12086], [-0.21479, -2.34308, 5.83938], [0.75478, -1.30593, 4.77487], [4.70133, -5.38865, 0.96537], [3.99809, -6.63140, 1.99965], [3.89943, -5.28194, -0.61144], [4.60840, -4.43069, 1.46729], [5.74067, -5.63449, 0.79516], [4.30031, -2.35757, 5.43474], [4.22546, -3.78765, 4.39554], [3.26471, -1.06593, 4.82521], [3.96783, -2.63665, 6.42759], [5.32077, -1.99438, 5.45759], [-1.27146, -3.05034, 8.94174], [0.31973, -3.22143, 8.18044], [-2.41527, -2.22962, 7.87797], [-1.64757, -4.04124, 9.16365], [-1.15312, -2.46329, 9.84334], [7.40628, -6.03528, 5.09227], [7.15999, -5.49348, 3.43054], [9.11178, -6.30753, 5.46616], [7.02541, -5.26943, 5.75689], [6.86973, -6.96566, 5.23156], [7.16330, -2.34923, -0.35530], [7.79507, -0.86364, 0.35536], [7.98181, -3.78860, 0.27662], [6.10638, -2.42240, -0.12535], [7.32470, -2.31354, -1.42573], [-0.65109, 0.24861, -6.70289], [-1.87273, -1.02919, -6.62927], [-1.13638, 1.68910, -5.80341], [0.26635, -0.12957, -6.27528], [-0.50749, 0.52511, -7.74023], [-0.88473, 5.12506, -8.20244], [0.63018, 4.64300, -7.42789], [-2.11271, 5.60519, -7.02167], [-0.67443, 5.95902, -8.86054], [-1.26158, 4.28171, -8.76887], [-6.55090, 1.59009, 2.20806], [-6.10983, 3.29630, 2.39563], [-5.28797, 0.51830, 2.83267], [-7.46324, 1.40485, 2.75798], [-6.69077, 1.38350, 1.15548], [-0.21412, 2.27122, 5.61596], [-0.81565, 1.02138, 6.70923], [1.20086, 1.75439, 4.68486], [-1.00572, 2.53071, 4.92375], [0.07641, 3.13038, 6.20915], [-8.02360, 0.29675, -1.69612], [-6.47291, -0.33600, -1.13623], [-9.00620, 0.85770, -0.33326], [-7.83863, 1.13944, -2.34633], [-8.56412, -0.48416, -2.21665], [7.82047, 1.24405, -5.54300], [9.46755, 0.85033, -5.03575], [7.43061, 0.56724, -7.13021], [7.13004, 0.83670, -4.81700], [7.72607, 2.32135, -5.59782], [0.13366, 1.33281, 10.72176], [0.46532, -0.13143, 9.77822], [-0.62014, 2.61167, 9.76496], [-0.53816, 1.07204, 11.52983], [1.07422, 1.70389, 11.10892], [0.83579, 4.92638, -12.06739], [-0.32859, 3.60823, -11.88911], [0.30772, 6.39517, -11.23506], [1.77805, 4.61215, -11.63620], [0.94420, 5.15151, -13.12072], [-4.71344, 6.58502, 2.39768], [-5.76814, 7.82979, 3.07791], [-3.77691, 7.17858, 1.02108], [-4.02378, 6.26209, 3.16752], [-5.32875, 5.76023, 2.06170], [-8.11796, -1.63238, 4.13194], [-9.02408, -0.90270, 2.79669], [-8.40991, -3.36944, 4.26321], [-7.06258, -1.47004, 3.95133], [-8.43034, -1.16028, 5.05516], [-5.83457, 2.87132, -5.59873], [-5.97565, 1.87355, -4.14565], [-4.41812, 2.40989, -6.53962], [-6.72521, 2.74378, -6.20136], [-5.71811, 3.90343, -5.29150]],
  "lowdin_charge": [-0.120, -0.227, -0.256, -0.180, -0.219, -0.194, -0.182, -0.128, -0.455, 0.132, -0.154, -0.075, -0.210, -0.432, 0.041, 0.071, -0.087, 0.021, -0.030, 0.010, -0.098, -0.623, 0.131, 0.148, 0.150, 0.056, -0.064, 0.087, 0.063, 0.058, 0.074, 0.116, 0.110, 0.059, 0.097, 0.095, 0.111, 0.105, 0.112, 0.108, 0.116, 0.122, 0.069, 0.063, 0.110, 0.067, 0.081, 0.107, 0.100, 0.114, 0.118, 0.084, 0.065, -1.023, 0.575, 0.532, -0.068, -0.064, -1.076, 0.506, 0.528, -0.009, -0.026, -0.962, 0.511, 0.604, 0.027, 0.030, -1.010, 0.524, 0.527, 0.027, -0.012, -1.024, 0.496, 0.513, 0.015, 0.028, -1.019, 0.522, 0.516, 0.002, 0.026, -0.995, 0.519, 0.511, 0.023, 0.024, -1.052, 0.487, 0.496, -0.046, 0.011, -1.030, 0.547, 0.532, -0.016, -0.046, -0.988, 0.482, 0.532, 0.027, 0.022, -0.999, 0.556, 0.520, -0.033, 0.030, -1.035, 0.503, 0.498, -0.001, 0.026, -0.998, 0.511, 0.503, 0.025, 0.024, -1.001, 0.510, 0.541, 0.027, 0.024, -1.050, 0.503, 0.503, 0.025, -0.051, -1.024, 0.512, 0.512, -0.015, 0.027, -0.997, 0.578, 0.497, 0.026, 0.027]
}

---

{
  "formula": "C5H15NO",
  "method": "ωB97M-V with the def2-TZVPD basis set",
  "e_homo_ev": -9.061,
  "charge": 0,
  "relative_energy_ev": 1.045,
  "gap_ev": 9.93,
  "elements": ["C", "C", "C", "C", "C", "N", "H", "H", "H", "H", "H", "H", "H", "H", "H", "H", "H", "H", "H", "H", "H", "O"],
  "xyz": [[1.70607, 1.37863, -0.99495], [0.52243, 1.06053, -0.08156], [0.80619, -0.17582, 0.83385], [-0.27144, -0.23204, 1.96297], [1.02542, -1.44976, 0.04998], [-0.75627, 0.90537, -0.83789], [2.50640, 0.66649, -0.82251], [2.00154, 2.43137, -0.96583], [1.38836, 1.19730, -2.03030], [0.36064, 1.80680, 0.70863], [1.75291, -0.09882, 1.40250], [-0.37289, 0.80038, 2.30905], [-1.25594, -0.41240, 1.49407], [-0.02218, -1.05271, 2.61894], [1.82404, -1.30698, -0.68311], [0.12735, -1.72128, -0.52465], [1.21942, -2.40746, 0.55530], [-1.07963, -0.00807, -0.53261], [-0.49416, 0.84760, -1.81669], [-4.04273, -0.94482, -0.24774], [-3.63704, -0.36131, -1.55414], [-3.30850, -0.92301, -0.84330]],
  "lowdin_charge": [-0.053, -0.415, -0.413, -0.059, -0.092, 0.047, 0.063, 0.077, 0.070, 0.114, 0.133, 0.075, 0.068, 0.073, 0.068, 0.075, 0.081, 0.017, 0.054, 0.023, 0.043, -0.049]
}